Record 1
Computed, not measured: a molecular structure, C7H24AgO7 in a non-equilibrium geometry, with ωB97M-V/def2-TZVPD.

Calculated values
Largest force on an atom ... 2.490 eV/Å
Gap between HOMO and LUMO (alpha / beta) ... 3.041 / 9.502 eV
2S+1 ... 2
<S²> ... 0.751
Net charge ... 0

```
39
Properties=species:S:1:pos:R:3:forces:R:3
Ag 4.940 -27.230 -13.639 0.381 -0.097 0.044
C 7.779 -25.290 -13.708 1.047 -0.030 0.352
O 7.172 -26.390 -13.089 -1.297 -0.328 0.451
H 8.812 -25.314 -13.360 0.281 0.477 -0.526
H 7.714 -25.382 -14.792 0.073 0.162 -0.038
H 7.347 -24.354 -13.354 -0.246 -0.059 -0.120
H 7.805 -27.011 -12.721 0.171 -0.117 -0.104
C 3.570 -25.191 -11.084 1.017 2.011 -0.292
O 3.522 -26.504 -11.565 -0.772 -0.008 0.893
H 3.958 -24.613 -11.922 -0.056 0.284 0.132
H 2.679 -24.687 -10.711 -0.899 -0.626 -0.592
H 4.226 -24.973 -10.241 0.699 -0.773 0.057
H 2.962 -26.952 -10.927 0.004 -0.820 -0.159
C 3.230 -24.578 -14.781 -1.379 1.198 0.429
O 4.297 -25.315 -15.285 0.312 -0.265 -0.308
H 3.557 -23.791 -14.101 0.164 0.092 0.168
H 2.733 -24.078 -15.612 -0.329 0.108 0.007
H 2.465 -25.143 -14.249 0.360 -0.539 -0.083
H 4.573 -24.732 -15.996 0.810 -0.446 -0.284
C 6.117 -27.847 -17.133 -0.597 -0.333 0.406
C 5.400 -28.801 -18.081 0.868 0.566 -0.446
O 6.129 -30.010 -18.248 -0.416 0.091 0.000
O 6.076 -28.386 -15.807 -0.517 0.742 -0.096
H 5.544 -26.920 -17.143 0.086 0.138 0.290
H 7.165 -27.632 -17.341 -0.066 -0.088 -0.696
H 5.307 -28.344 -19.066 0.162 0.014 -0.146
H 4.379 -28.949 -17.730 -0.008 -0.202 0.224
H 5.892 -30.579 -17.512 0.073 -0.318 0.128
H 6.495 -29.249 -15.848 0.418 -0.518 0.306
C 3.560 -30.198 -13.568 -2.098 -0.129 -0.736
C 2.930 -29.456 -14.785 1.068 -2.249 -0.029
O 2.797 -28.080 -14.660 -0.673 0.628 0.438
O 4.725 -29.640 -13.109 0.807 0.816 0.826
H 3.684 -31.246 -13.842 0.148 -0.115 -0.353
H 2.864 -30.244 -12.730 -0.243 0.342 0.040
H 1.983 -29.937 -15.029 -0.314 -0.041 0.260
H 3.566 -29.652 -15.648 0.298 -0.156 -0.086
H 2.011 -27.906 -15.184 -0.074 0.779 -0.013
H 5.480 -30.069 -13.517 0.735 -0.189 -0.344
```
Forces are in eV/Å.

natural (NBO) population analysis, charges in e, atoms 1 to 6: Ag 0.37; C -0.25; O -0.78; H 0.17; H 0.17; H 0.17

---

Record 2
Computed, not measured: 8 unconnected molecules or ions with the total composition C7H25NO7 in a non-equilibrium geometry, with ωB97M-V/def2-TZVPD.

Calculated values
Largest force on an atom ... 2.360 eV/Å
Relative energy (zero: lowest compared OMol25 entry of this formula, charge and spin) ... 352.0 kJ/mol
Gap between HOMO and LUMO ... 8.574 eV
2S+1 ... 1
Net charge ... 0
Structure (SMILES) ... C=C/C=C/C/C=C/N.O.O.O.O.O.O.O

```
40
Properties=species:S:1:pos:R:3:forces:R:3
C 1.366 -3.724 0.108 1.029 0.471 0.274
C 1.156 -2.504 -0.381 -2.040 -1.128 -0.368
C -0.187 -2.234 -0.940 -0.217 0.304 -0.339
C -0.379 -1.144 -1.677 0.322 0.395 0.484
C -1.611 -0.762 -2.369 -1.081 -0.734 -1.919
C -2.086 0.687 -2.257 -0.556 -1.661 1.061
C -3.098 0.956 -1.431 -0.944 0.311 0.167
N -3.685 2.219 -1.181 0.245 -0.895 0.063
H 0.792 -4.593 -0.160 -0.751 0.102 0.352
H 2.174 -3.891 0.785 0.869 -0.358 -0.077
H 1.864 -1.692 -0.444 0.057 0.125 0.657
H -1.090 -2.855 -0.685 1.349 0.174 -0.333
H 0.428 -0.440 -1.811 0.462 0.045 -0.054
H -1.372 -0.948 -3.448 -0.208 0.225 0.473
H -2.387 -1.558 -2.187 0.281 1.095 0.160
H -1.601 1.428 -2.858 0.268 0.426 -0.082
H -3.697 0.188 -0.898 0.907 0.111 -0.487
H -4.096 2.196 -0.257 -0.060 0.410 -0.086
H -3.021 2.960 -1.276 0.102 0.546 -0.005
O -2.348 -1.378 1.212 -0.104 0.160 0.549
H -2.055 -1.294 0.303 0.175 0.144 -0.025
H -1.903 -0.648 1.710 -0.705 -0.652 -0.599
O 2.136 1.483 -1.511 1.048 -0.144 -0.221
H 2.859 0.900 -1.171 -0.616 -0.495 0.186
H 2.699 2.025 -2.076 -0.548 0.515 -0.222
O 0.601 1.606 3.988 -0.470 0.923 -0.888
H 0.018 2.322 4.288 0.451 -0.217 0.458
H 0.187 1.494 3.086 0.499 -0.426 1.352
O -1.019 0.707 2.201 0.667 -0.729 -0.767
H -1.086 1.446 1.585 -0.254 0.034 -0.151
H -0.274 0.228 1.751 -0.726 0.362 0.659
O 3.866 -0.140 -0.313 0.333 0.706 -0.342
H 3.949 -1.093 -0.289 -0.031 -0.077 0.385
H 3.732 0.233 0.575 -0.121 -0.757 0.227
O 0.543 1.988 0.658 0.723 0.337 -2.028
H 0.196 2.572 -0.034 -0.640 0.608 0.680
H 1.148 1.605 -0.032 0.235 -0.388 0.893
O 2.492 0.345 2.174 0.222 -0.036 -0.541
H 2.126 1.244 2.181 0.082 -0.259 0.514
H 2.661 0.066 3.082 -0.255 0.428 -0.059
```
Forces are in eV/Å.

natural (NBO) population analysis, charges in e, atoms 1 to 6: C -0.39; C -0.21; C -0.24; C -0.17; C -0.47; C -0.31

---

Record 3
Computed, not measured: 8 unconnected molecules or ions with the total composition C7H28ClN14O11 in a non-equilibrium geometry, with ωB97M-V/def2-TZVPD.

Calculated values
Largest force on an atom ... 10.770 eV/Å
Relative energy (zero: lowest compared OMol25 entry of this formula, charge and spin) ... 503.8 kJ/mol
Gap between HOMO and LUMO ... 8.103 eV
2S+1 ... 1
Net charge ... -1

```
61
Properties=species:S:1:pos:R:3:forces:R:3
Cl -5.070 -33.626 17.945 2.081 2.625 -1.492
O -5.753 -33.657 19.166 -0.884 0.081 2.897
O -5.527 -32.498 17.167 0.343 0.084 0.264
O -3.614 -33.565 18.144 -0.410 0.727 0.772
O -5.285 -34.794 17.247 -1.237 -3.577 -2.051
C -3.588 -38.318 19.154 0.149 1.238 -1.242
O -3.567 -39.481 18.759 0.129 0.275 0.667
N -4.361 -37.805 20.104 -2.242 -1.823 2.404
N -2.925 -37.282 18.647 2.219 -0.807 -2.183
H -4.351 -36.831 20.371 -0.184 -0.592 0.143
H -4.893 -38.566 20.502 -0.467 0.859 0.733
H -2.293 -37.599 17.926 0.085 1.051 -0.292
H -3.059 -36.313 18.897 0.349 -0.358 -0.170
C -3.578 -35.037 13.539 0.779 2.548 1.379
O -4.132 -34.506 12.604 -1.310 0.028 -0.756
N -2.656 -35.953 13.448 1.829 -3.049 -1.724
N -3.559 -34.552 14.812 -1.799 1.553 0.830
H -2.626 -36.424 12.555 0.281 -0.168 0.375
H -2.275 -36.342 14.298 0.028 -0.547 -0.253
H -3.012 -34.893 15.590 -0.474 -0.219 -0.716
H -4.253 -33.849 15.022 0.232 -0.044 0.076
C -1.838 -34.807 20.996 0.733 -0.756 -3.511
O -1.381 -35.144 19.961 1.468 -0.837 -5.068
N -1.272 -35.092 22.055 5.757 -2.338 8.797
N -2.922 -34.235 21.214 -8.148 4.505 -0.113
H -1.480 -34.532 22.870 0.442 -0.422 0.062
H -0.347 -35.486 21.968 -0.183 0.057 0.264
H -3.422 -33.805 20.448 -0.154 -0.055 -0.155
H -3.274 -34.062 22.145 0.068 -0.045 -0.436
C -9.606 -30.671 16.591 1.438 -1.722 -3.009
O -9.850 -31.134 15.498 -1.098 -0.438 -1.112
N -10.437 -30.485 17.547 -5.611 0.952 3.079
N -8.400 -30.419 16.980 4.475 1.457 1.204
H -11.403 -30.557 17.262 0.032 0.073 0.404
H -10.238 -30.111 18.464 0.084 -0.274 -0.441
H -7.596 -30.807 16.509 -0.110 0.291 0.110
H -8.324 -29.790 17.767 0.827 -0.468 -0.210
C -0.887 -35.762 16.259 -0.303 -2.165 -0.952
O -1.641 -36.711 15.979 0.919 0.011 0.322
N 0.417 -35.665 16.031 2.921 -0.977 -1.226
N -1.293 -34.680 16.815 -2.506 2.667 1.914
H 0.743 -34.718 15.897 0.394 -0.490 -0.061
H 0.900 -36.415 15.558 -0.189 0.317 -0.131
H -0.663 -33.935 17.077 -0.504 -0.321 0.332
H -2.182 -34.794 17.281 -0.068 0.976 0.360
C -8.091 -35.112 14.356 1.412 0.676 3.458
O -8.753 -35.445 13.461 -3.906 -1.282 -4.979
N -8.465 -34.450 15.419 -2.835 3.410 3.046
N -6.883 -35.544 14.549 4.658 -2.376 -0.999
H -9.350 -33.964 15.440 0.120 -0.131 -0.291
H -7.882 -34.207 16.207 0.162 -0.451 -0.349
H -6.178 -35.119 15.134 -0.274 -0.214 -0.075
H -6.610 -36.178 13.812 0.624 0.283 0.214
C -8.419 -36.503 19.318 -0.771 1.933 -1.417
O -8.964 -35.730 18.569 -0.380 1.593 -1.145
N -9.041 -37.536 19.759 -3.684 -4.408 1.367
N -7.235 -36.431 19.815 4.671 1.116 1.557
H -9.992 -37.584 19.421 0.199 -0.575 0.308
H -8.632 -38.221 20.378 -0.482 0.136 -0.316
H -6.654 -35.624 19.641 0.061 -0.138 -0.131
H -6.919 -37.171 20.426 0.244 0.547 -0.334
```
Forces are in eV/Å.

natural (NBO) population analysis, charges in e, atoms 1 to 6: Cl 2.60; O -0.89; O -0.87; O -0.93; O -0.87; C 0.77